{
  "formula": "C4H11N2",
  "method": "ωB97M-V/def2-TZVPD",
  "e_above_lowest_kj_mol": 188.3,
  "orbital_gap_ev": 9.740,
  "e_homo_ev": -13.456,
  "spin_multiplicity": 1,
  "charge": 1,
  "symbols": ["C", "N", "C", "N", "H", "H", "H", "H", "H", "H", "H", "C", "C", "H", "H", "H", "H"],
  "xyz": [[1.079, 0.787, -1.893], [0.388, 0.858, -0.600], [1.016, 1.143, 0.510], [0.460, 1.365, 1.718], [0.357, 1.278, -2.622], [1.281, -0.227, -2.199], [2.006, 1.387, -1.853], [-0.679, 0.816, -0.517], [2.105, 1.399, 0.420], [-0.533, 1.246, 1.954], [1.110, 1.327, 2.524], [-1.046, -2.069, 0.661], [-1.986, -2.235, -0.308], [-1.115, -1.295, 1.434], [-0.081, -2.719, 0.664], [-2.910, -1.609, -0.277], [-1.861, -2.909, -1.172]],
  "forces_ev_per_angstrom": [[-1.25, 1.52, -0.99], [-1.46, 0.28, 1.57], [0.13, 1.06, 0.37], [0.87, -0.71, -0.01], [1.20, -0.70, 0.64], [-0.03, -0.31, 0.05], [-0.49, -0.36, 0.00], [2.12, -0.35, -0.62], [-1.03, -0.75, 0.26], [0.69, -0.05, -0.46], [-0.75, 0.32, -0.83], [0.78, -1.23, -1.50], [0.56, 0.99, 0.96], [-0.23, -0.54, -0.13], [-1.83, 1.28, 0.02], [0.82, -0.66, -0.13], [-0.11, 0.21, 0.79]]
}


{
  "formula": "C4H11N2",
  "method": "ωB97M-V/def2-TZVPD",
  "e_above_lowest_kj_mol": 434.0,
  "orbital_gap_ev": 8.191,
  "e_homo_ev": -12.008,
  "spin_multiplicity": 1,
  "charge": 1,
  "symbols": ["C", "C", "C", "C", "N", "N", "H", "H", "H", "H", "H", "H", "H", "H", "H", "H", "H"],
  "xyz": [[-1.360, -1.301, -0.088], [0.659, 0.018, -0.485], [1.239, 1.240, 0.234], [-1.540, 0.952, 0.042], [-0.753, -0.170, -0.155], [1.372, -1.200, -0.281], [-2.476, -1.101, -0.193], [-0.954, -2.336, -0.045], [2.300, 1.118, 0.356], [0.657, 1.325, 1.108], [1.238, 2.156, -0.255], [-1.425, 1.740, -0.695], [-2.553, 0.800, 0.259], [-1.072, 1.493, 0.994], [1.139, -1.845, 0.564], [2.360, -1.021, -0.288], [1.170, -1.867, -1.071]],
  "forces_ev_per_angstrom": [[-2.81, -1.01, -0.21], [-2.56, 2.25, 0.89], [0.31, -2.35, -0.64], [1.65, 4.97, 2.41], [3.93, -2.11, -1.59], [-1.06, -3.17, -0.12], [1.55, -1.38, 0.60], [-0.07, 1.22, -0.29], [0.52, -0.41, 0.78], [0.34, 0.50, 1.74], [-0.71, 1.52, -1.44], [0.07, -0.33, -0.52], [-1.26, -0.71, 0.11], [-1.37, -1.09, -1.68], [0.40, 1.35, -0.56], [0.67, 0.07, 0.03], [0.41, 0.68, 0.49]]
}


{
  "formula": "C4H11N2",
  "method": "ωB97M-V/def2-TZVPD",
  "e_above_lowest_kj_mol": 274.9,
  "orbital_gap_ev": 10.012,
  "e_homo_ev": -14.583,
  "spin_multiplicity": 1,
  "charge": 1,
  "symbols": ["C", "C", "C", "N", "H", "H", "H", "H", "H", "H", "H", "C", "N", "H", "H", "H", "H"],
  "xyz": [[-1.638, -0.971, 0.817], [-0.335, -0.477, 1.456], [0.871, 1.544, 1.140], [0.324, 0.519, 0.570], [-2.116, -1.765, 1.437], [-2.384, -0.143, 0.660], [-1.386, -1.372, -0.180], [0.304, -1.367, 1.515], [-0.379, -0.011, 2.469], [1.122, 1.523, 2.192], [1.039, 2.517, 0.579], [0.719, 0.489, -2.499], [0.950, -0.522, -1.755], [0.673, 1.485, -1.992], [0.537, 0.263, -3.556], [0.910, -1.427, -2.227], [0.789, -0.285, -0.627]],
  "forces_ev_per_angstrom": [[-0.72, 0.79, 0.08], [0.83, -0.16, 0.48], [-0.72, -0.16, -1.53], [0.30, 1.11, 1.01], [0.46, 0.60, -0.51], [0.73, -0.78, 0.24], [-0.27, -0.05, 0.41], [0.16, 0.19, 0.19], [-0.47, -0.67, -0.65], [-0.47, 0.29, 0.40], [0.44, -1.57, 0.42], [0.05, -0.38, 0.54], [-0.90, 0.52, 0.37], [-0.10, -0.85, -0.83], [0.26, 0.83, 0.21], [0.25, 0.04, 0.52], [0.18, 0.26, -1.35]]
}


{
  "formula": "C4H11N2",
  "method": "ωB97M-V/def2-TZVPD",
  "e_above_lowest_kj_mol": 151.2,
  "smiles": "N/C=C/CC[NH3+]",
  "orbital_gap_ev": 8.931,
  "e_homo_ev": -12.381,
  "spin_multiplicity": 1,
  "charge": 1,
  "symbols": ["N", "C", "C", "C", "C", "N", "H", "H", "H", "H", "H", "H", "H", "H", "H", "H", "H"],
  "xyz": [[-1.562, 0.854, -2.295], [-0.982, 0.790, -1.056], [-0.986, -0.238, -0.189], [-0.440, -0.041, 1.218], [1.087, 0.130, 1.246], [1.682, -0.942, 0.383], [-2.317, 0.217, -2.489], [-0.986, 1.158, -3.066], [-0.587, 1.748, -0.712], [-1.734, -1.029, -0.223], [-0.842, 0.813, 1.763], [-0.608, -0.961, 1.773], [1.445, 1.087, 0.882], [1.504, 0.048, 2.247], [1.201, -0.961, -0.530], [1.441, -1.842, 0.804], [2.685, -0.833, 0.243]],
  "forces_ev_per_angstrom": [[-0.18, 0.01, 0.27], [-0.04, 0.05, -0.13], [-0.97, 0.67, 1.08], [0.99, -0.12, -0.17], [-0.19, 0.48, -0.06], [-0.24, -0.22, -0.01], [0.29, -0.24, -0.31], [-0.42, 0.18, 0.07], [0.72, -0.23, -0.28], [0.48, -0.25, -0.72], [-0.28, -0.16, 0.05], [-0.45, 0.08, 0.32], [-0.14, 0.09, -0.40], [-0.03, -0.33, 0.07], [-0.07, 0.38, 0.08], [0.49, -0.13, 0.01], [0.03, -0.25, 0.11]]
}


{
  "formula": "C4H11N2",
  "method": "ωB97M-V/def2-TZVPD",
  "e_above_lowest_kj_mol": 176.8,
  "smiles": "NCC/C=C/[NH3+]",
  "orbital_gap_ev": 9.317,
  "e_homo_ev": -12.901,
  "spin_multiplicity": 1,
  "charge": 1,
  "symbols": ["N", "C", "C", "C", "C", "N", "H", "H", "H", "H", "H", "H", "H", "H", "H", "H", "H"],
  "xyz": [[1.682, 0.947, 1.553], [1.706, -0.399, 0.971], [1.119, -0.364, -0.439], [-0.330, -0.012, -0.381], [-1.299, -0.317, -1.222], [-2.697, 0.080, -0.834], [2.491, 1.494, 1.290], [1.699, 0.845, 2.560], [1.020, -1.007, 1.569], [2.687, -0.863, 0.956], [1.614, 0.380, -1.068], [1.216, -1.347, -0.889], [-0.632, 0.527, 0.523], [-1.221, -0.488, -2.289], [-3.267, -0.757, -0.709], [-3.118, 0.617, -1.595], [-2.670, 0.664, 0.002]],
  "forces_ev_per_angstrom": [[-0.14, -0.43, 0.16], [-0.56, 0.57, -0.04], [-0.16, 0.09, -0.31], [-0.30, -0.01, 0.78], [-0.11, 1.04, -0.45], [0.54, -0.08, -0.79], [0.03, -0.03, -0.06], [0.06, 0.29, 0.03], [0.33, -0.15, 0.07], [0.14, -0.16, 0.00], [0.25, -0.11, 0.03], [0.16, -0.06, -0.30], [0.20, -0.25, 0.09], [0.04, -0.77, 0.21], [-0.14, 0.10, 0.33], [-0.12, 0.11, 0.11], [-0.23, -0.17, 0.15]]
}


{
  "formula": "C4H11N2",
  "method": "ωB97M-V/def2-TZVPD",
  "e_above_lowest_kj_mol": 144.7,
  "orbital_gap_ev": 10.349,
  "e_homo_ev": -13.833,
  "spin_multiplicity": 1,
  "charge": 1,
  "symbols": ["C", "C", "H", "H", "H", "H", "C", "N", "C", "N", "H", "H", "H", "H", "H", "H", "H"],
  "xyz": [[-0.424, 1.297, -1.850], [-1.566, 1.313, -1.166], [-0.082, 0.371, -2.293], [0.060, 2.211, -2.168], [-2.139, 0.404, -1.024], [-1.993, 2.232, -0.788], [1.079, -1.555, -0.525], [0.629, -1.244, 0.843], [0.451, -0.030, 1.267], [-0.061, 0.283, 2.442], [0.240, -1.912, -1.116], [1.827, -2.339, -0.473], [1.510, -0.651, -0.935], [0.245, -2.017, 1.384], [0.809, 0.771, 0.637], [-0.225, -0.360, 3.186], [-0.361, 1.227, 2.580]],
  "forces_ev_per_angstrom": [[-0.76, 0.07, -0.34], [0.33, -0.02, -0.14], [0.15, 0.01, -0.03], [0.23, -0.01, 0.28], [0.02, 0.00, 0.16], [-0.04, 0.03, -0.01], [0.18, -0.15, 0.54], [-0.32, -0.40, -0.20], [0.21, -0.26, 0.43], [0.17, 0.42, -0.62], [-0.06, 0.13, -0.06], [0.13, 0.02, -0.04], [0.04, -0.04, -0.22], [0.17, 0.20, -0.08], [-0.33, 0.13, -0.14], [-0.26, -0.53, 0.21], [0.15, 0.38, 0.25]]
}


{
  "formula": "C4H11N2",
  "method": "ωB97M-V/def2-TZVPD",
  "e_above_lowest_kj_mol": 241.9,
  "smiles": "CN[C@@H](C)C=[NH2+]",
  "orbital_gap_ev": 8.532,
  "e_homo_ev": -13.482,
  "spin_multiplicity": 1,
  "charge": 1,
  "symbols": ["C", "N", "C", "C", "C", "N", "H", "H", "H", "H", "H", "H", "H", "H", "H", "H", "H"],
  "xyz": [[-1.214, 1.537, 0.328], [-0.795, 0.367, -0.491], [0.216, -0.435, 0.180], [0.543, -1.971, -0.270], [1.469, 0.195, 0.412], [1.854, 1.314, -0.202], [-1.706, 2.289, -0.351], [-1.827, 1.170, 1.151], [-0.336, 2.156, 0.720], [-1.413, -0.125, -1.018], [-0.054, -0.632, 1.200], [1.142, -2.097, -1.156], [1.224, -2.368, 0.451], [-0.366, -2.546, -0.502], [2.056, -0.458, 1.001], [2.830, 1.529, -0.170], [1.298, 1.843, -0.852]],
  "forces_ev_per_angstrom": [[0.31, 0.65, -1.18], [4.30, 1.87, 2.10], [-1.83, -1.16, -1.02], [-0.39, 1.38, -0.88], [0.25, 2.38, -3.28], [0.40, -2.91, 1.90], [-0.07, -1.01, 0.88], [-0.18, 0.62, 0.11], [-0.99, -1.27, -0.34], [-2.39, -1.34, -1.46], [-0.80, -0.28, 1.29], [0.12, 0.79, -0.81], [-0.32, -0.69, 1.01], [0.21, 0.29, 0.88], [1.60, 0.40, 0.70], [0.48, 0.51, 0.24], [-0.70, -0.24, -0.15]]
}


{
  "formula": "C4H11N2",
  "method": "ωB97M-V/def2-TZVPD",
  "e_above_lowest_kj_mol": 261.7,
  "smiles": "N/C=C\\CC[NH3+]",
  "orbital_gap_ev": 9.207,
  "e_homo_ev": -12.420,
  "spin_multiplicity": 1,
  "charge": 1,
  "symbols": ["N", "C", "C", "C", "C", "N", "H", "H", "H", "H", "H", "H", "H", "H", "H", "H", "H"],
  "xyz": [[1.111, 2.146, -1.043], [0.669, 1.707, 0.206], [-0.167, 0.658, 0.423], [-0.835, -0.196, -0.585], [-0.835, -1.814, -0.109], [0.048, -2.045, 1.036], [1.006, 1.572, -1.817], [1.587, 2.964, -1.068], [1.022, 2.288, 1.066], [-0.911, 0.695, 1.349], [-0.527, 0.062, -1.598], [-1.930, -0.127, -0.487], [-1.798, -2.213, 0.092], [-0.516, -2.405, -1.040], [-0.371, -2.069, 1.942], [0.425, -1.007, 1.146], [0.900, -2.598, 0.859]],
  "forces_ev_per_angstrom": [[-1.83, -2.54, 4.01], [0.22, 0.40, -1.43], [-2.30, -0.17, 2.27], [-1.35, -1.72, 1.03], [1.14, 0.30, -3.80], [2.18, 3.03, -0.68], [-0.17, -0.70, -1.62], [1.84, 2.55, -0.43], [-0.34, 0.06, -0.47], [2.42, 0.25, -1.25], [-0.03, -0.94, -0.10], [0.34, 1.00, -0.58], [-0.93, 0.20, 0.43], [0.01, 0.61, 1.66], [-0.53, -1.30, 0.70], [0.13, -0.79, -0.28], [-0.81, -0.22, 0.53]]
}